1.
Formula: C12H31N4O7Y
Source: the Open Molecules 2025 dataset
Level of theory: ωB97M-V with the def2-TZVPD basis set

Geometry as ORCA input:
```
! RIJCOSX wB97M-V def2-TZVPD def2/J DEFGRID3
* xyz 0 1
Y -0.323 0.995 0.027
O -1.863 2.614 0.243
H -2.637 3.092 0.492
O 1.260 1.737 1.334
H 1.665 2.188 2.056
O -1.400 -0.223 -1.466
H -1.992 -0.551 -2.121
C -2.959 0.360 1.914
O -1.788 0.122 1.664
N -3.666 -0.387 2.782
C -5.026 -0.024 3.085
C -3.130 -1.466 3.564
H -3.477 1.235 1.515
H -5.767 -0.821 2.977
H -5.444 0.813 2.526
H -5.107 0.308 4.130
H -2.114 -1.706 3.263
H -3.161 -1.247 4.632
H -3.721 -2.375 3.414
C 2.864 0.061 -1.512
O 1.686 0.108 -1.198
N 3.855 -0.235 -0.669
C 5.242 -0.223 -1.069
C 3.619 -0.662 0.692
H 3.190 0.273 -2.541
H 5.728 -1.197 -0.947
H 5.809 0.425 -0.392
H 5.386 0.125 -2.087
H 3.744 -1.745 0.780
H 4.368 -0.195 1.334
H 2.635 -0.389 1.060
C -0.374 -2.452 0.613
O 0.227 -1.406 0.689
N -0.112 -3.576 1.305
C 1.081 -3.699 2.118
C -0.942 -4.752 1.220
H -1.228 -2.594 -0.065
H 0.887 -3.897 3.174
H 1.650 -2.779 2.046
H 1.680 -4.525 1.724
H -1.410 -4.946 2.187
H -1.711 -4.697 0.452
H -0.336 -5.627 0.968
C 0.856 2.925 -2.634
O 0.191 2.461 -1.740
N 0.326 3.511 -3.712
C 1.146 4.168 -4.698
C -1.118 3.675 -3.861
H 1.954 2.987 -2.660
H 2.219 4.053 -4.539
H 0.993 5.252 -4.665
H 0.941 3.822 -5.712
H -1.552 2.908 -4.507
H -1.557 3.530 -2.874
H -1.285 4.650 -4.311
*
```

Results
E_LUMO (Ha): 0.024
HOMO energy (eV): -7.3
Gap between HOMO and LUMO (eV): 7.9
Energy (hartree): -1260.03166
Energy relative to the best compared isomer or geometry (same formula, charge and spin) (kJ/mol): 0.0

***

2.
Formula: C12H29BN3O3
Source: the Open Molecules 2025 dataset
Level of theory: ωB97M-V with the def2-TZVPD basis set

Geometry as ORCA input:
```
! RIJCOSX wB97M-V def2-TZVPD def2/J DEFGRID3
* xyz 1 1
C -1.009 -0.009 0.080
N -0.519 0.233 -1.312
C -1.071 -0.681 -2.330
B -0.519 1.605 -1.651
O 0.494 2.474 -1.421
N -1.723 2.380 -2.315
C -3.002 2.422 -1.514
C -3.778 1.134 -1.646
N -4.127 0.805 -2.807
H -0.213 -0.462 0.664
H -1.269 0.924 0.590
H -1.873 -0.671 0.060
H -1.808 -0.224 -2.997
H -1.522 -1.551 -1.854
H -0.263 -1.059 -2.960
H 1.355 2.098 -1.656
H -1.407 3.347 -2.415
H -1.955 2.059 -3.260
H -3.608 3.213 -1.958
H -2.780 2.718 -0.490
H -3.993 0.557 -0.746
H -4.651 -0.069 -2.814
C 1.298 3.031 3.648
C 2.593 2.265 3.385
C 2.067 0.877 3.050
O 0.790 1.071 2.427
C 0.369 2.424 2.606
H 1.397 4.110 3.545
H 0.931 2.817 4.653
H 3.115 2.692 2.526
H 3.278 2.261 4.230
H 1.928 0.275 3.952
H 2.713 0.326 2.365
H 0.457 2.953 1.648
H -0.679 2.432 2.915
C 2.478 -3.654 -0.804
C 1.434 -4.770 -0.810
C 0.444 -4.273 0.236
O 0.484 -2.839 0.177
C 1.604 -2.424 -0.606
H 3.073 -3.606 -1.715
H 3.157 -3.777 0.041
H 0.954 -4.831 -1.789
H 1.839 -5.751 -0.569
H 0.737 -4.589 1.241
H -0.578 -4.606 0.053
H 1.239 -2.043 -1.566
H 2.120 -1.614 -0.088
*
```

Results
E_LUMO (Ha): -0.111
HOMO energy (eV): -11.8
Gap between HOMO and LUMO (eV): 8.8
Energy (hartree): -889.25936

***

3.
Formula: C23H23NO3
Source: the Open Molecules 2025 dataset
Level of theory: ωB97M-V with the def2-TZVPD basis set

Geometry as ORCA input:
```
! RIJCOSX wB97M-V def2-TZVPD def2/J DEFGRID3
* xyz 0 1
C -6.610 -3.599 0.533
C -6.075 -2.505 0.253
C -5.560 -1.102 0.006
C -4.344 -1.053 -0.406
C -3.869 0.077 -0.735
C -4.773 1.274 -0.352
C -6.123 1.063 0.159
C -6.557 -0.057 0.097
H -7.613 -0.191 0.438
H -6.633 2.005 0.116
H -4.390 2.552 -0.570
C -2.600 0.509 -1.197
O -2.136 -0.251 -2.275
N -1.636 1.235 -0.291
C -1.931 1.533 0.909
H -2.836 0.937 1.544
C -0.643 1.138 1.957
C 0.032 0.025 1.461
H 0.965 -0.096 2.013
H -0.653 -0.715 1.410
C 0.620 0.394 -0.098
C 1.894 1.187 0.351
O 2.044 2.399 0.481
C 3.159 0.301 0.291
C 3.154 -0.955 0.122
C 4.357 -1.898 0.302
C 5.525 -1.551 -0.018
C 5.629 0.159 -0.299
C 4.393 0.780 -0.081
C 4.675 2.237 -0.390
H 4.532 2.951 0.412
H 3.849 2.612 -1.278
H 5.657 2.522 -0.854
H 6.515 0.324 -0.544
O 6.525 -2.294 -0.054
C 7.878 -1.533 -0.347
H 7.879 -1.290 -1.559
H 8.498 -2.578 -0.093
H 8.161 -0.950 0.361
H 4.104 -2.850 0.611
H 2.297 -1.660 0.791
H 0.656 -0.448 -0.341
C -0.391 1.299 -0.728
H -0.301 1.012 -1.805
H -0.114 2.441 -0.631
H 0.148 2.096 1.860
H -0.901 1.041 2.983
H -2.061 2.465 1.108
H -3.741 -1.790 -0.647
H -7.169 -4.497 0.662
*
```

Results
E_LUMO (Ha): -0.007
HOMO energy (eV): -8.6
Gap between HOMO and LUMO (eV): 8.4
Energy (hartree): -1169.97333
Energy relative to the best compared isomer or geometry (same formula, charge and spin) (kJ/mol): 2113.7

***

4.
Formula: C6H18P2Si
Source: the Open Molecules 2025 dataset
Level of theory: ωB97M-V with the def2-TZVPD basis set

Geometry as ORCA input:
```
! RIJCOSX wB97M-V def2-TZVPD def2/J DEFGRID3
* xyz 0 1
C 0.774 -2.373 0.102
C 1.473 -1.346 -2.077
C -2.567 -0.215 0.788
C -1.416 1.877 1.548
C 0.366 -1.436 -1.030
C -1.222 0.422 1.134
Si -0.031 0.330 -0.380
P 3.507 1.172 0.945
P -0.732 1.745 -1.980
H 1.652 -1.985 0.612
H -0.025 -2.489 0.830
H 1.017 -3.358 -0.294
H 2.367 -0.903 -1.643
H 1.159 -0.734 -2.921
H 1.727 -2.334 -2.455
H -3.017 0.282 -0.068
H -2.457 -1.269 0.554
H -3.252 -0.126 1.629
H -0.461 2.349 1.762
H -2.041 1.946 2.437
H -1.905 2.434 0.750
H -0.530 -1.842 -1.513
H -0.785 -0.119 1.977
H 3.177 2.511 1.085
H 3.095 0.907 2.244
H -0.306 2.881 -1.314
H 0.432 1.670 -2.723
*
```

Results
E_LUMO (alpha / beta) (Ha): -0.015 / -0.034
HOMO energy (alpha / beta) (eV): -8.2 / -6.9
Gap between HOMO and LUMO (alpha / beta) (eV): 7.8 / 6.0
Energy (hartree): -1211.49399
Energy relative to the best compared isomer or geometry (same formula, charge and spin) (kJ/mol): 76.1

***

5.
Formula: C4H10NO
Source: the Open Molecules 2025 dataset
Level of theory: ωB97M-V with the def2-TZVPD basis set

Geometry as ORCA input:
```
! RIJCOSX wB97M-V def2-TZVPD def2/J DEFGRID3
* xyz 1 1
C 2.813 0.162 0.356
C 1.500 0.799 0.295
C -1.452 -1.178 -0.693
C -2.852 1.121 0.449
N -0.879 -0.181 0.106
O -1.634 0.754 0.593
H 3.515 0.760 -0.427
H 3.383 0.128 1.372
H 1.088 0.947 1.186
H 1.209 1.242 -0.671
H -0.551 -1.668 -1.229
H -2.066 -1.881 -0.055
H -2.226 -0.812 -1.371
H -3.250 2.089 0.745
H 2.670 -0.842 -0.090
H -3.568 0.494 -0.157
*
```

Results
E_LUMO (alpha / beta) (Ha): -0.233 / -0.233
HOMO energy (alpha / beta) (eV): -12.5 / -12.4
Gap between HOMO and LUMO (alpha / beta) (eV): 6.2 / 6.1
Energy (hartree): -287.86306
Energy relative to the best compared isomer or geometry (same formula, charge and spin) (kJ/mol): 787.7

***

6.
Formula: C16H31AlBeBr2Cs2F5MgN3O10SSi2
Source: the Open Molecules 2025 dataset
Level of theory: ωB97M-V with the def2-TZVPD basis set

Geometry as ORCA input:
```
! RIJCOSX wB97M-V def2-TZVPD def2/J DEFGRID3
* xyz 0 1
C -2.023 1.665 3.623
C -2.715 2.639 2.582
C -2.561 2.137 1.084
N -1.957 3.249 0.285
Si -1.702 2.792 -1.399
O -0.111 2.237 -1.697
Si 0.536 2.821 -3.176
Br -1.057 3.237 -4.783
C 1.804 1.583 -3.957
C 0.949 0.583 -4.925
S 1.949 -0.884 -5.566
C 0.853 -2.328 -5.610
N 0.545 -3.145 -6.626
N -0.287 -4.059 -6.092
C -0.467 -3.822 -4.796
O 0.225 -2.694 -4.402
H -2.821 1.395 4.354
H -1.570 0.777 3.142
H -1.219 2.166 4.206
H -3.812 2.699 2.775
H -2.315 3.662 2.721
H -1.850 1.289 1.065
H -3.544 1.776 0.715
H -2.693 3.964 0.217
H -2.036 4.002 -2.186
H -2.606 1.696 -1.819
H 1.296 4.074 -3.006
H 2.479 2.210 -4.606
H 2.420 1.031 -3.147
H 0.609 1.108 -5.841
H 0.057 0.184 -4.337
H -1.086 -4.394 -4.094
O -5.334 -2.601 0.031
C -4.411 -1.768 0.041
C -4.000 -1.456 1.702
O -3.081 -0.610 1.720
H -4.611 -0.767 -0.380
H -3.451 -2.051 -0.424
H -3.790 -2.450 2.131
H -4.954 -1.185 2.185
Mg 0.511 -5.868 -3.610
Cs -1.700 5.691 -5.800
Br 4.112 -0.845 -4.131
Cs 1.953 -0.549 -2.027
C 2.245 -7.632 0.009
C 2.636 -8.281 1.385
O 2.583 -7.312 2.247
H 2.943 -6.845 -0.274
H 2.264 -8.393 -0.779
H 1.239 -7.214 0.042
H 3.608 -8.784 1.214
H 1.949 -9.139 1.513
C 6.175 3.901 -4.503
C 5.642 2.497 -4.177
O 4.650 2.453 -3.387
O 6.243 1.564 -4.726
H 5.601 4.674 -3.987
H 7.218 3.981 -4.195
H 6.112 4.081 -5.579
C -1.782 3.638 6.681
C -1.768 4.978 6.003
O -2.147 5.861 7.039
C -1.719 5.281 8.203
O -1.626 5.850 9.236
O -1.406 3.970 8.016
F -2.698 5.042 5.014
H -2.774 3.181 6.687
H -1.077 2.939 6.237
H -0.793 5.274 5.608
Be 2.850 3.599 -5.777
F 0.191 -6.476 4.349
Al 1.462 -5.671 5.224
F 2.705 -6.815 5.624
F 0.814 -4.979 6.678
F 2.130 -4.407 4.230
*
```

Results
E_LUMO (Ha): -0.180
HOMO energy (eV): -6.7
Gap between HOMO and LUMO (eV): 1.8
Energy (hartree): -8666.69433